Formula: C35H83BFN8O8PS3
Source: the OMol25 dataset
Level of theory: wB97M-V/def2-TZVPD

E_LUMO	-0.016	Eh
SMILES	CCB(O)[C@H](O[C@H](CCCSC(=S)N(CC)CC)[C@@H](C)CC)[C@@H]([PH2]=S)N(N)C(=O)NC(=O)F.COC[C@@H](C)N.COC[C@@H](C)N.COC[C@@H](C)N.COC[C@@H](C)N
highest occupied orbital energy	-8.4	eV
E_tot	-4083.6433	a.u.
F_max	6.05	eV/Å
gap between HOMO and LUMO	7.95	eV

CARTESIAN COORDINATES (ANGSTROEM)
C (3.17831, 0.81704, -0.16804)
C (2.46160, 0.94544, 1.27230)
B (0.86752, 0.59565, 1.27593)
O (0.35958, -0.03557, 2.50473)
C (-0.14958, 0.89965, -0.00001)
O (0.23269, -0.03988, -1.02523)
C (-0.77074, -0.22049, -2.04785)
C (-2.16009, -0.85947, -1.54853)
C (-2.03856, -1.86000, -0.29450)
C (-2.21786, -3.40350, -0.77221)
S (-0.50193, -4.14770, -0.76710)
C (-0.53118, -5.71631, 0.26005)
S (-1.93025, -6.44822, 0.85395)
N (0.80036, -6.33759, 0.53492)
C (0.91100, -7.70079, -0.10055)
C (2.05040, -7.55982, -1.26705)
C (1.13560, -6.34215, 1.99223)
C (2.36773, -5.28091, 2.18887)
C (-0.13368, -1.31144, -3.10041)
C (-0.35825, -0.82203, -4.63184)
C (1.38548, -1.70768, -2.76476)
C (1.75588, -2.95523, -3.76419)
C (0.06353, 2.45294, -0.36388)
P (-1.29269, 3.23393, -1.43386)
S (-0.52868, 3.48309, -3.24296)
N (0.27231, 3.24802, 0.89089)
N (1.12818, 4.34304, 0.71330)
C (-0.97058, 3.59744, 1.56265)
O (-1.97492, 2.83899, 1.71157)
N (-1.07052, 4.96192, 2.20260)
C (-1.84139, 5.89248, 1.35995)
O (-1.39391, 7.02034, 1.04627)
F (-3.12899, 5.55482, 0.80221)
H (2.81477, -0.05782, -0.80834)
H (4.30058, 0.62694, 0.03562)
H (3.12433, 1.82123, -0.72148)
H (3.05598, 0.37192, 2.07298)
H (2.53158, 2.06849, 1.56956)
H (0.45488, -1.01078, 2.33195)
H (-1.20566, 0.77492, 0.42255)
H (-1.00166, 0.70304, -2.68318)
H (-2.75240, -1.31528, -2.43552)
H (-2.81904, 0.03011, -1.19122)
H (-1.11537, -1.70551, 0.35995)
H (-2.95121, -1.63475, 0.38684)
H (-2.90419, -3.90031, 0.00713)
H (-2.71332, -3.40542, -1.80414)
H (1.22449, -8.54116, 0.60893)
H (-0.06200, -8.03340, -0.65066)
H (3.01329, -7.15065, -0.78520)
H (2.22709, -8.53689, -1.83368)
H (1.66784, -6.76309, -1.99390)
H (1.43630, -7.36317, 2.41158)
H (0.28159, -5.91523, 2.65113)
H (1.96678, -4.19471, 2.12638)
H (2.93638, -5.45181, 3.16633)
H (3.07552, -5.47308, 1.30970)
H (-0.75411, -2.28772, -2.99666)
H (-0.62406, -1.77330, -5.23016)
H (-1.32322, -0.17972, -4.61446)
H (0.54194, -0.25695, -5.05737)
H (1.54070, -2.13069, -1.70391)
H (2.13173, -0.85761, -3.01560)
H (2.52592, -3.65672, -3.28953)
H (0.76270, -3.55047, -3.86227)
H (2.01509, -2.60619, -4.82050)
H (1.04856, 2.52322, -0.97018)
H (-1.71745, 4.53431, -1.01391)
H (-2.35992, 2.28376, -1.60206)
H (1.42733, 4.69276, 1.65125)
H (2.02603, 4.00942, 0.29709)
H (-1.67330, 4.80214, 3.04246)
C (5.55063, 2.98873, 3.85387)
O (4.19807, 2.59847, 4.02849)
C (3.75508, 2.58982, 5.38340)
C (3.34295, 3.97294, 5.92755)
C (4.52705, 4.87360, 6.26729)
N (2.46107, 4.68076, 4.98877)
H (6.18652, 2.65404, 4.67853)
H (5.61676, 4.07219, 3.73597)
H (5.91604, 2.53538, 2.92888)
H (2.86895, 1.94602, 5.39763)
H (4.49784, 2.10750, 6.03040)
H (2.78743, 3.80594, 6.85712)
H (4.99579, 5.30613, 5.38137)
H (4.19942, 5.70982, 6.89226)
H (5.29060, 4.32361, 6.82475)
H (1.62379, 4.11815, 4.84150)
H (2.92123, 4.67225, 4.07755)
C (-0.60611, -7.20458, -6.36946)
O (-0.95587, -6.33271, -5.30693)
C (-2.18680, -6.64889, -4.66321)
C (-2.08364, -7.76707, -3.60582)
C (-1.97910, -9.16676, -4.20476)
N (-0.94571, -7.55062, -2.70216)
H (-1.48347, -7.55796, -6.91911)
H (-0.02885, -8.04913, -5.98782)
H (0.03647, -6.65357, -7.06062)
H (-2.49386, -5.73025, -4.15153)
H (-2.96663, -6.86574, -5.40354)
H (-3.00289, -7.73914, -3.00971)
H (-0.98559, -9.38208, -4.60251)
H (-2.18453, -9.92198, -3.44000)
H (-2.70730, -9.30439, -5.00922)
H (-1.06646, -6.66081, -2.22632)
H (-0.12188, -7.40275, -3.28665)
C (-0.35965, 1.46770, 5.12723)
O (-0.70995, 2.34558, 6.18660)
C (-1.94908, 2.04173, 6.82046)
C (-1.86451, 0.92389, 7.87982)
C (-1.76761, -0.47722, 7.28301)
N (-0.73195, 1.13080, 8.79331)
H (-1.23495, 1.12172, 4.57064)
H (0.20673, 0.61886, 5.51509)
H (0.29431, 2.01119, 4.43993)
H (-2.25207, 2.96362, 7.32838)
H (-2.72465, 1.83098, 6.07393)
H (-2.78831, 0.96088, 8.46812)
H (-0.77282, -0.70185, 6.89377)
H (-1.98620, -1.22979, 8.04666)
H (-2.49024, -0.60900, 6.47261)
H (-0.85241, 2.02625, 9.26411)
H (0.09905, 1.27117, 8.21765)
C (-2.20528, 7.51293, -3.42775)
O (-2.53647, 6.51419, -4.37848)
C (-3.38314, 6.95998, -5.43280)
C (-2.64663, 7.69066, -6.57406)
C (-2.24372, 9.12039, -6.22452)
N (-1.45148, 6.95176, -7.00450)
H (-3.02702, 8.21665, -3.26484)
H (-1.30367, 8.04397, -3.73945)
H (-1.98182, 7.01626, -2.48007)
H (-3.83334, 6.05294, -5.85019)
H (-4.21077, 7.56184, -5.03722)
H (-3.33644, 7.74841, -7.42376)
H (-1.37346, 9.16440, -5.56714)
H (-1.98302, 9.67287, -7.13240)
H (-3.06704, 9.65216, -5.73889)
H (-1.73812, 6.03007, -7.33030)
H (-0.90218, 6.75130, -6.16780)

These are the Löwdin partial charges, in e, on atoms 1 to 4: C -0.11; C -0.14; B -0.30; O 0.03


Formula: C3H3F4NO2
Source: the OMol25 dataset
Level of theory: wB97M-V/def2-TZVPD

E_LUMO (spin up / spin down)	0.004 / 0.004	Eh
highest occupied orbital energy (spin up / spin down)	-8.4 / -8.4	eV
E_tot	-720.7351	a.u.
F_max	3.90	eV/Å
energy relative to the best compared isomer or geometry (same formula, charge and spin)	56.5	kcal per mole
gap between HOMO and LUMO (spin up / spin down)	8.53 / 8.52	eV

CARTESIAN COORDINATES (ANGSTROEM)
C (-1.76426, -0.05606, -0.47203)
C (0.57373, 0.50445, 0.16305)
C (1.40669, -0.62468, -0.49649)
N (-2.06387, -0.19793, 0.78180)
O (-1.98836, -0.21253, -1.61636)
O (0.77715, 1.77864, -0.25261)
F (0.68165, 0.24326, 1.60026)
F (1.37158, -0.70671, -1.86847)
F (0.96845, -1.81536, -0.12443)
F (2.67608, -0.53834, -0.14223)
H (-1.52245, 0.28683, 1.47115)
H (-2.89644, -0.61775, 1.12544)
H (1.78006, 1.95619, -0.16908)

These are the natural (NBO) partial charges, in e, on atoms 1 to 4: C 0.82; C 0.32; C 0.89; N -0.81


Formula: C46H45As2CrFN8O5S
Source: the OMol25 dataset
Level of theory: wB97M-V/def2-TZVPD

E_LUMO (spin up / spin down)	-0.046 / -0.046	Eh
⟨S²⟩	6.061
highest occupied orbital energy (spin up / spin down)	-4.2 / -7.0	eV
E_tot	-8608.1426	a.u.
F_max	3.02	eV/Å
energy relative to the best compared isomer or geometry (same formula, charge and spin)	61.1	kcal per mole
gap between HOMO and LUMO (spin up / spin down)	2.92 / 5.75	eV
2S+1	5

CARTESIAN COORDINATES (ANGSTROEM)
Cr (-1.99681, -0.66113, 0.57047)
C (-0.84641, 0.45547, 3.76367)
As (-2.50441, -0.16713, 2.93567)
C (-3.07161, -1.41313, 4.39397)
C (-3.67551, 1.36627, 3.40867)
C (-3.51571, 1.91357, 4.68377)
C (-4.19051, 3.05177, 5.08007)
C (-5.04221, 3.68107, 4.18947)
C (-5.22951, 3.13407, 2.93637)
C (-4.58021, 1.97217, 2.52957)
As (-5.08891, 1.20187, 0.77997)
C (-5.20381, 2.87457, -0.28183)
C (-7.05381, 1.12407, 1.18617)
H (-0.96051, 0.78997, 4.79687)
H (-0.46881, 1.27277, 3.15107)
H (-0.12301, -0.36113, 3.71927)
H (-2.68501, -1.07933, 5.36217)
H (-2.67391, -2.40523, 4.16767)
H (-4.16191, -1.47963, 4.44197)
H (-2.85381, 1.42817, 5.39407)
H (-4.04511, 3.45067, 6.07377)
H (-5.56891, 4.57887, 4.47807)
H (-5.90381, 3.62477, 2.24717)
H (-6.18341, 3.35197, -0.22333)
H (-5.00881, 2.63347, -1.32823)
H (-4.44231, 3.57947, 0.04427)
H (-7.46601, 2.06187, 1.55607)
H (-7.25041, 0.34107, 1.91737)
H (-7.56611, 0.85107, 0.26117)
F (3.73819, 2.96137, 0.76257)
C (3.57699, 1.63847, 0.45987)
C (2.34859, 1.05237, 0.64807)
C (2.18499, -0.33903, 0.45807)
C (0.92129, -0.96493, 0.68737)
O (-0.08651, -0.27053, 1.10407)
C (0.87389, -2.38693, 0.51277)
C (2.00059, -3.08043, 0.19607)
N (3.21149, -2.47903, -0.03273)
C (4.39729, -3.26743, -0.09453)
C (4.43259, -4.57313, -0.82453)
C (5.17239, -3.39343, -1.37863)
C (3.32029, -1.09803, 0.07267)
C (4.52519, -0.46833, -0.17653)
C (4.67359, 0.92287, 0.00377)
N (5.95579, 1.48647, -0.27633)
C (5.99459, 2.85417, -0.72913)
C (7.31339, 3.06677, -1.46893)
N (8.42889, 2.78737, -0.51713)
C (8.34839, 1.39377, 0.00157)
C (6.99449, 1.21617, 0.68897)
C (-0.38731, -3.19513, 0.72217)
O (-0.30801, -4.41873, 0.78067)
O (-1.48321, -2.55203, 0.82587)
H (1.49779, 1.64277, 0.93347)
H (1.95979, -4.15543, 0.12247)
H (4.98729, -3.20373, 0.82007)
H (3.54719, -4.89863, -1.34693)
H (4.99819, -5.37533, -0.37253)
H (4.76509, -2.91493, -2.25663)
H (6.25219, -3.38603, -1.32723)
H (5.38659, -1.02153, -0.50973)
H (5.91489, 3.59637, 0.08257)
H (5.15849, 3.01947, -1.40733)
H (7.40029, 4.08967, -1.83723)
H (7.39009, 2.36517, -2.29953)
H (8.32299, 3.42857, 0.28087)
H (9.33589, 2.96007, -0.96283)
H (9.17679, 1.21887, 0.68937)
H (8.42599, 0.71227, -0.84553)
H (6.95379, 1.87557, 1.57657)
H (6.89649, 0.18797, 1.03537)
O (-1.60871, 1.28127, -3.10313)
S (-0.90701, 0.38457, -2.22053)
O (-0.02241, 0.98177, -1.25933)
N (-1.89951, -0.62103, -1.43093)
C (-2.93371, -1.20423, -2.08773)
C (-3.13031, -1.26883, -3.46403)
C (-4.21941, -1.97343, -3.96763)
C (-5.09541, -2.64223, -3.14293)
C (-4.95561, -2.57003, -1.74713)
C (-5.81731, -3.19183, -0.81913)
C (-5.61371, -2.97413, 0.52457)
C (-4.58211, -2.14053, 0.94027)
N (-3.72601, -1.56903, 0.10027)
C (-3.88901, -1.80303, -1.22233)
C (0.13359, -0.70043, -3.19863)
C (0.80499, -0.20423, -4.29823)
C (1.64209, -1.04483, -5.01233)
C (1.80529, -2.36153, -4.60943)
C (1.14859, -2.84143, -3.48723)
C (0.30339, -2.00453, -2.77853)
H (-2.44951, -0.77543, -4.13973)
H (-4.36181, -2.01423, -5.03833)
H (-5.91461, -3.20933, -3.55483)
H (-6.62301, -3.81623, -1.16953)
H (-6.24491, -3.43743, 1.26627)
H (-4.42521, -1.93333, 1.99457)
H (0.64359, 0.82457, -4.57933)
H (2.16029, -0.68353, -5.88843)
H (2.43099, -3.02543, -5.18853)
H (1.27949, -3.86623, -3.17143)
H (-0.24011, -2.35223, -1.91223)
N (-2.25791, 1.21087, 0.42137)
C (-1.72071, 2.22447, 0.18187)
C (-1.22551, 3.47967, 0.04307)
C (-0.02241, 3.74707, -0.61203)
N (0.97779, 4.04447, -1.09783)
C (-1.97371, 4.51067, 0.60877)
N (-2.62651, 5.33347, 1.08397)

These are the Löwdin partial charges, in e, on atoms 1 to 4: Cr 0.60; C -0.26; As 1.22; C -0.25


Calculated molar mass in order - 901.082 161.054 1042.822 g mol⁻¹